1) Here is 14 unconnected molecules or ions with the total composition C43H123N15O14 from the Open Molecules 2025 dataset. Energies are from ωB97M-V/def2-TZVPD.

Last columns: bonded neighbours and bond lengths (Å).
Cartesian coordinates (Å):
1 O 2.321 5.134 -0.010  C49 1.398, C52 1.457
2 O -1.276 -6.732 3.772  C50 1.468, C56 1.373
3 O 1.961 -0.232 4.291  C51 1.184
4 O 2.482 -4.442 -2.712  C45 1.218
5 O 4.067 -1.192 0.872  C43 1.372, C70 1.440
6 O -3.984 -4.992 -0.392  C67 1.213
7 O -1.269 3.492 3.410  C36 1.424, C39 1.423
8 O -0.971 -3.064 -5.332  C35 1.409, H84 0.960
9 O -5.002 5.761 -3.040  C33 1.459, C34 1.446
10 O 6.170 0.781 -5.715  C54 1.430, C68 1.446
11 O -2.531 -1.368 6.576  C37 1.405, C57 1.417
12 O -5.800 1.374 1.948  C59 1.408, H139 0.960
13 O -4.571 1.313 -3.253  C63 1.368, C65 1.434
14 O -0.038 -0.258 -1.845  C38 1.420, C72 1.369
15 N -4.121 3.513 1.062  C30 1.449, H156 1.010, H172 1.010
16 N 5.857 -1.950 -3.230  C58 1.450, H158 1.010, H160 1.010
17 N -4.255 -2.958 -1.324  C67 1.316, H80 1.010, H137 1.010
18 N 2.155 -3.987 -0.555  C45 1.286, H73 1.010, H157 1.010
19 N 3.672 -3.037 -1.543  C45 1.233, H81 1.010, H173 1.010
20 N 3.682 1.168 4.367  C51 1.330, H87 1.010, H128 1.010
21 N 1.061 -1.656 1.333  C71 1.475, H110 1.010, H154 1.010
22 N 2.675 3.914 -3.567  C61 1.514, H75 1.010, H126 1.010
23 N -2.201 -1.292 -2.881  C53 1.442, H124 1.010, H127 1.010
24 N -2.236 -3.791 -1.031  C67 1.334, H104 1.010, H142 1.010
25 N -2.191 3.396 -3.353  C64 1.436, H117 1.010, H163 1.010
26 N -0.052 -3.919 2.881  C47 1.457, H115 1.010, H159 1.010
27 N 3.463 -0.342 5.876  C51 1.277, H99 1.010, H178 1.010
28 N 6.055 -3.897 2.365  C42 1.457, H130 1.010, H188 1.010
29 N 0.780 -2.510 5.508  C60 1.446, H77 1.010, H121 1.010
30 C -3.163 4.124 1.961  N15 1.449, C36 1.549, C46 1.504, H177 1.090
31 C 0.376 -1.728 7.696  C60 1.482, H79 1.090, H103 1.090, H174 1.090
32 C 0.724 -1.643 -6.030  C35 1.520, H101 1.090, H123 1.090, H167 1.090
33 C -5.969 6.253 -4.015  O9 1.459, H82 1.090, H112 1.090, H133 1.090
34 C -3.962 5.024 -3.721  O9 1.446, C64 1.554, H98 1.090, H189 1.090
35 C 0.408 -2.840 -5.147  O8 1.409, C32 1.520, H83 1.090, H176 1.090
36 C -2.217 3.006 2.465  O7 1.424, C30 1.549, H140 1.090, H141 1.090
37 C -1.362 -1.293 5.802  O11 1.405, C60 1.564, H88 1.090, H175 1.090
38 C 0.614 0.458 -2.883  O14 1.420, H74 1.090, H90 1.090, H155 1.090
39 C -0.084 2.715 3.533  O7 1.423, H86 1.090, H147 1.090, H169 1.090
40 C 4.765 0.261 -2.923  C58 1.559, H144 1.090, H168 1.090, H179 1.090
41 C -2.257 -3.214 2.511  C47 1.499, H89 1.090, H95 1.090, H129 1.090
42 C 4.848 -3.157 2.023  N28 1.457, C43 1.557, C69 1.542, H131 1.090
43 C 5.206 -1.877 1.211  O5 1.372, C42 1.557, H85 1.090, H182 1.090
44 C -2.083 5.259 -1.788  C64 1.573, H143 1.090, H183 1.090, H194 1.090
45 C 2.743 -3.835 -1.688  O4 1.218, N18 1.286, N19 1.233
46 C -3.941 4.720 3.102  C30 1.504, H96 1.090, H97 1.090, H113 1.090
47 C -1.427 -4.208 3.266  N26 1.457, C41 1.499, C50 1.570, H91 1.090
48 C 3.835 5.961 -2.577  C61 1.529, H78 1.090, H145 1.090, H153 1.090
49 C 1.238 5.023 0.866  O1 1.398, H152 1.090, H166 1.090, H193 1.090
50 C -1.864 -5.679 2.934  O2 1.468, C47 1.570, H132 1.090, H187 1.090
51 C 2.948 0.154 4.819  O3 1.184, N20 1.330, N27 1.277
52 C 2.001 4.560 -1.311  O1 1.457, C61 1.579, H120 1.090, H161 1.090
53 C -3.119 -0.459 -3.618  N23 1.442, C65 1.485, C66 1.525, H186 1.090
54 C 7.105 1.830 -5.982  O10 1.430, H118 1.090, H146 1.090, H185 1.090
55 C -0.855 -0.270 1.078  C71 1.496, H106 1.090, H108 1.090, H125 1.090
56 C -1.620 -7.971 3.291  O2 1.373, H100 1.090, H105 1.090, H195 1.090
57 C -3.691 -0.704 6.104  O11 1.417, H149 1.090, H164 1.090, H184 1.090
58 C 5.472 -0.724 -3.903  N16 1.450, C40 1.559, C68 1.546, H109 1.090
59 C -4.881 0.325 2.144  O12 1.408, C62 1.508, H151 1.090, H165 1.090
60 C -0.272 -2.207 6.453  N29 1.446, C31 1.482, C37 1.564, H148 1.090
61 C 3.213 4.588 -2.322  N22 1.514, C48 1.529, C52 1.579, H107 1.090
62 C -4.277 0.075 0.785  C59 1.508, H122 1.090, H134 1.090, H192 1.090
63 C -5.747 1.702 -2.673  O13 1.368, H102 1.090, H135 1.090, H190 1.090
64 C -3.015 4.361 -2.683  N25 1.436, C34 1.554, C44 1.573, H92 1.090
65 C -3.826 0.304 -2.558  O13 1.434, C53 1.485, H116 1.090, H162 1.090
66 C -3.966 -1.341 -4.529  C53 1.525, H119 1.090, H171 1.090, H180 1.090
67 C -3.550 -3.998 -0.935  O6 1.213, N17 1.316, N24 1.334
68 C 6.649 -0.175 -4.742  O10 1.446, C58 1.546, H76 1.090, H111 1.090
69 C 4.074 -2.842 3.319  C42 1.542, H114 1.090, H138 1.090, H181 1.090
70 C 4.412 0.203 0.766  O5 1.440, H94 1.090, H150 1.090, H191 1.090
71 C 0.068 -1.192 0.346  N21 1.475, C55 1.496, C72 1.545, H136 1.090
72 C 0.816 -0.469 -0.797  O14 1.369, C71 1.545, H93 1.090, H170 1.090
73 H 2.367 -3.332 0.183  N18 1.010
74 H 1.440 -0.118 -3.302  C38 1.090
75 H 3.341 3.854 -4.324  N22 1.010
76 H 7.417 0.296 -4.129  C68 1.090
77 H 0.388 -2.791 4.620  N29 1.010
78 H 4.181 6.198 -3.583  C48 1.090
79 H 0.972 -0.820 7.605  C31 1.090
80 H -3.731 -2.258 -1.831  N17 1.010
81 H 3.469 -2.290 -0.895  N19 1.010
82 H -6.253 5.602 -4.842  C33 1.090
83 H 0.671 -2.589 -4.120  C35 1.090
84 H -1.038 -3.316 -6.256  O8 0.960
85 H 5.983 -1.351 1.766  C43 1.090
86 H -0.443 1.717 3.784  C39 1.090
87 H 4.551 1.392 4.829  N20 1.010
88 H -1.661 -1.828 4.901  C37 1.090
89 H -1.880 -3.123 1.492  C41 1.090
90 H 1.055 1.384 -2.516  C38 1.090
91 H -1.559 -3.998 4.328  C47 1.090
92 H -3.594 3.746 -1.994  C64 1.090
93 H 1.604 -1.141 -1.136  C72 1.090
94 H 3.601 0.860 0.451  C70 1.090
95 H -2.315 -2.256 3.028  C41 1.090
96 H -4.353 5.683 2.802  C46 1.090
97 H -4.678 4.016 3.488  C46 1.090
98 H -3.384 5.546 -4.484  C34 1.090
99 H 3.127 -1.241 6.191  N27 1.010
100 H -2.592 -8.367 3.587  C56 1.090
101 H 0.568 -1.752 -7.104  C32 1.090
102 H -6.448 0.871 -2.765  C63 1.090
103 H 0.922 -2.456 8.296  C31 1.090
104 H -1.510 -4.422 -0.723  N24 1.010
105 H -1.423 -8.178 2.239  C56 1.090
106 H -1.329 -0.728 1.946  C55 1.090
107 H 3.947 3.931 -1.854  C61 1.090
108 H -0.348 0.601 1.493  C55 1.090
109 H 4.577 -1.038 -4.440  C58 1.090
110 H 0.550 -2.261 1.961  N21 1.010
111 H 7.294 -0.925 -5.201  C68 1.090
112 H -5.666 7.192 -4.479  C33 1.090
113 H -3.319 4.903 3.978  C46 1.090
114 H 4.659 -2.180 3.958  C69 1.090
115 H -0.082 -4.200 1.912  N26 1.010
116 H -4.463 -0.353 -1.966  C65 1.090
117 H -1.614 2.783 -2.795  N25 1.010
118 H 6.659 2.422 -6.781  C54 1.090
119 H -3.424 -1.627 -5.431  C66 1.090
120 H 1.154 5.067 -1.773  C52 1.090
121 H 1.150 -1.602 5.265  N29 1.010
122 H -3.490 0.816 0.643  C62 1.090
123 H 0.217 -0.746 -5.675  C32 1.090
124 H -1.387 -0.760 -2.605  N23 1.010
125 H -1.558 0.074 0.318  C55 1.090
126 H 2.096 4.609 -4.016  N22 1.010
127 H -1.755 -1.910 -3.544  N23 1.010
128 H 3.327 1.697 3.584  N20 1.010
129 H -3.271 -3.592 2.379  C41 1.090
130 H 6.470 -4.294 1.534  N28 1.010
131 H 4.149 -3.806 1.496  C42 1.090
132 H -2.947 -5.724 3.042  C50 1.090
133 H -6.958 6.435 -3.595  C33 1.090
134 H -3.879 -0.931 0.651  C62 1.090
135 H -6.165 2.523 -3.254  C63 1.090
136 H -0.461 -2.038 -0.094  C71 1.090
137 H -5.252 -3.059 -1.197  N17 1.010
138 H 3.113 -2.335 3.225  C69 1.090
139 H -5.255 2.086 1.606  O12 0.960
140 H -2.834 2.218 2.897  C36 1.090
141 H -1.778 2.566 1.569  C36 1.090
142 H -1.947 -2.961 -1.528  N24 1.010
143 H -2.541 6.220 -1.552  C44 1.090
144 H 3.884 -0.138 -2.420  C40 1.090
145 H 4.767 6.044 -2.017  C48 1.090
146 H 7.396 2.353 -5.071  C54 1.090
147 H 0.606 2.619 2.694  C39 1.090
148 H -0.593 -3.244 6.548  C60 1.090
149 H -4.000 -1.238 5.206  C57 1.090
150 H 5.187 0.465 0.047  C70 1.090
151 H -4.274 0.499 3.032  C59 1.090
152 H 1.176 5.742 1.684  C49 1.090
153 H 3.254 6.840 -2.298  C48 1.090
154 H 1.370 -0.921 1.953  N21 1.010
155 H -0.045 0.642 -3.731  C38 1.090
156 H -4.851 4.211 1.016  N15 1.010
157 H 1.289 -4.504 -0.617  N18 1.010
158 H 6.131 -2.583 -3.968  N16 1.010
159 H 0.569 -4.623 3.253  N26 1.010
160 H 6.770 -1.936 -2.799  N16 1.010
161 H 1.961 3.511 -1.019  C52 1.090
162 H -3.237 0.798 -1.785  C65 1.090
163 H -2.858 2.743 -3.739  N25 1.010
164 H -4.561 -0.903 6.729  C57 1.090
165 H -5.429 -0.597 2.338  C59 1.090
166 H 0.220 4.894 0.497  C49 1.090
167 H 1.792 -1.431 -5.971  C32 1.090
168 H 5.496 0.598 -2.188  C40 1.090
169 H 0.508 3.064 4.379  C39 1.090
170 H 1.279 0.461 -0.468  C72 1.090
171 H -4.220 -2.285 -4.047  C66 1.090
172 H -3.809 3.489 0.102  N15 1.010
173 H 4.364 -2.751 -2.222  N19 1.010
174 H -0.476 -1.420 8.302  C31 1.090
175 H -1.011 -0.312 5.482  C37 1.090
176 H 1.019 -3.717 -5.360  C35 1.090
177 H -2.583 4.857 1.400  C30 1.090
178 H 4.179 0.166 6.375  N27 1.010
179 H 4.288 1.117 -3.399  C40 1.090
180 H -4.865 -0.846 -4.896  C66 1.090
181 H 4.074 -3.816 3.808  C69 1.090
182 H 5.695 -2.051 0.253  C43 1.090
183 H -1.708 4.746 -0.902  C44 1.090
184 H -3.616 0.367 5.916  C57 1.090
185 H 7.987 1.384 -6.441  C54 1.090
186 H -2.592 0.244 -4.264  C53 1.090
187 H -1.736 -5.775 1.856  C50 1.090
188 H 5.614 -4.708 2.774  N28 1.010
189 H -4.414 4.201 -4.276  C34 1.090
190 H -5.692 2.197 -1.704  C63 1.090
191 H 4.713 0.639 1.718  C70 1.090
192 H -4.997 0.127 -0.031  C62 1.090
193 H 1.341 4.026 1.293  C49 1.090
194 H -1.135 5.381 -2.310  C44 1.090
195 H -0.927 -8.543 3.907  C56 1.090

## Properties
HOMO energy: -8.8 eV
Net charge: 0

Mulliken population analysis, charges in e, atoms 1 to 4: atom 1 (O): -0.485, atom 2 (O): -0.351, atom 3 (O): -0.328, atom 4 (O): -0.764


2) Here is 14 unconnected molecules or ions with the total composition C43H123N15O14 from the Open Molecules 2025 dataset. Energies are from ωB97M-V/def2-TZVPD.

Last columns: bonded neighbours and bond lengths (Å).
Cartesian coordinates (Å):
1 O -5.138 -4.570 7.664  C32 1.402, C35 1.357
2 O -5.881 5.973 1.091  C58 1.417, C68 1.460
3 O -5.195 0.737 -7.050  C46 1.478, H88 0.960
4 O 0.513 -2.844 9.337  C51 1.451, C60 1.415
5 O 1.333 -0.836 -1.318  C40 1.411, C67 1.428
6 O -1.189 5.119 6.220  C39 1.153
7 O 6.037 2.632 4.089  C54 1.443, C55 1.429
8 O 7.851 -4.393 -3.279  C53 1.192
9 O 1.642 -7.883 0.244  C31 1.435, H187 0.960
10 O -7.182 -0.080 2.929  C42 1.416, C56 1.421
11 O -0.901 -5.227 -6.325  C34 1.381, C38 1.401
12 O 3.273 7.763 2.528  C47 1.215
13 O 6.896 -1.612 -10.961  C43 1.429, C52 1.375
14 O -0.535 5.792 -6.057  C36 1.422, C45 1.463
15 N -0.630 -1.584 0.747  C71 1.468, H80 1.010, H108 1.010
16 N 6.129 -1.121 -7.319  C63 1.409, H139 1.010, H144 1.010
17 N 7.879 2.872 0.843  C48 1.410, H127 1.010, H170 1.010
18 N 2.226 5.936 3.212  C47 1.289, H154 1.010, H194 1.010
19 N 0.972 7.602 2.773  C47 1.359, H113 1.010, H185 1.010
20 N -5.442 8.349 2.353  C69 1.427, H85 1.010, H103 1.010
21 N -9.819 0.068 1.339  C41 1.467, H104 1.010, H149 1.010
22 N -0.885 -5.090 -3.465  C64 1.457, H81 1.010, H116 1.010
23 N 2.047 3.215 -6.805  C57 1.461, H112 1.010, H126 1.010
24 N -5.241 -6.689 5.539  C66 1.418, H125 1.010, H191 1.010
25 N -1.786 6.650 7.556  C39 1.292, H130 1.010, H161 1.010
26 N 9.503 -5.745 -3.766  C53 1.324, H151 1.010, H167 1.010
27 N 3.034 -2.427 8.009  C72 1.424, H100 1.010, H181 1.010
28 N 9.771 -4.363 -2.095  C53 1.323, H138 1.010, H147 1.010
29 N -1.004 4.754 8.368  C39 1.319, H78 1.010, H146 1.010
30 C -3.238 -5.670 4.515  C66 1.630, H105 1.090, H180 1.090, H186 1.090
31 C 2.727 -7.106 0.772  O9 1.435, C44 1.554, H114 1.090, H157 1.090
32 C -5.829 -3.437 8.118  O1 1.402, H89 1.090, H99 1.090, H121 1.090
33 C 1.992 4.548 -4.829  C57 1.559, H76 1.090, H91 1.090, H166 1.090
34 C -2.088 -5.277 -5.622  O11 1.381, C64 1.646, H79 1.090, H83 1.090
35 C -4.665 -4.434 6.399  O1 1.357, C66 1.562, H109 1.090, H153 1.090
36 C -1.012 7.055 -6.504  O14 1.422, H87 1.090, H158 1.090, H171 1.090
37 C 7.125 0.871 1.997  C48 1.522, H115 1.090, H131 1.090, H163 1.090
38 C -0.956 -4.738 -7.637  O11 1.401, H106 1.090, H128 1.090, H140 1.090
39 C -1.262 5.496 7.308  O6 1.153, N25 1.292, N29 1.319
40 C 2.737 -0.892 -1.437  O5 1.411, H86 1.090, H118 1.090, H119 1.090
41 C -8.901 -1.062 1.515  N21 1.467, C50 1.534, C56 1.541, H152 1.090
42 C -7.236 1.044 3.788  O10 1.416, H82 1.090, H110 1.090, H184 1.090
43 C 6.111 -1.704 -9.771  O13 1.429, C63 1.522, H143 1.090, H173 1.090
44 C 4.146 -7.677 0.498  C31 1.554, H90 1.090, H101 1.090, H169 1.090
45 C 0.550 5.248 -6.875  O14 1.463, C57 1.560, H142 1.090, H148 1.090
46 C -4.014 1.297 -6.360  O3 1.478, C59 1.587, H136 1.090, H162 1.090
47 C 2.254 7.151 2.784  O12 1.215, N18 1.289, N19 1.359
48 C 6.974 2.374 1.804  N17 1.410, C37 1.522, C55 1.484, H96 1.090
49 C 1.948 -1.786 5.786  C72 1.581, H95 1.090, H122 1.090, H188 1.090
50 C -7.954 -1.126 0.308  C41 1.534, H77 1.090, H132 1.090, H189 1.090
51 C 0.552 -2.651 7.899  O4 1.451, C72 1.611, H135 1.090, H175 1.090
52 C 6.384 -2.241 -12.071  O13 1.375, H73 1.090, H133 1.090, H150 1.090
53 C 8.938 -4.807 -3.021  O8 1.192, N26 1.324, N28 1.323
54 C 6.051 3.463 5.268  O7 1.443, H97 1.090, H117 1.090, H193 1.090
55 C 6.943 3.111 3.092  O7 1.429, C48 1.484, H107 1.090, H164 1.090
56 C -8.224 -1.045 2.900  O10 1.421, C41 1.541, H120 1.090, H156 1.090
57 C 1.138 4.068 -6.043  N23 1.461, C33 1.559, C45 1.560, H182 1.090
58 C -6.129 4.805 0.327  O2 1.417, H98 1.090, H129 1.090, H179 1.090
59 C -4.414 2.003 -4.996  C46 1.587, H111 1.090, H123 1.090, H134 1.090
60 C -0.775 -3.274 9.734  O4 1.415, H75 1.090, H124 1.090, H159 1.090
61 C -4.443 9.390 0.453  C69 1.553, H93 1.090, H94 1.090, H137 1.090
62 C -1.131 0.762 1.133  C71 1.545, H102 1.090, H141 1.090, H155 1.090
63 C 6.856 -1.274 -8.516  N16 1.409, C43 1.522, C65 1.614, H178 1.090
64 C -1.804 -5.980 -4.161  N22 1.457, C34 1.646, C70 1.554, H190 1.090
65 C 8.133 -2.205 -8.188  C63 1.614, H92 1.090, H165 1.090, H192 1.090
66 C -4.173 -5.808 5.844  N24 1.418, C30 1.630, C35 1.562, H168 1.090
67 C 0.839 0.118 -0.376  O5 1.428, C71 1.549, H84 1.090, H195 1.090
68 C -4.843 6.826 0.521  O2 1.460, C69 1.524, H145 1.090, H183 1.090
69 C -5.329 8.210 0.937  N20 1.427, C61 1.553, C68 1.524, H176 1.090
70 C -3.036 -6.521 -3.384  C64 1.554, H172 1.090, H174 1.090, H177 1.090
71 C -0.580 -0.261 0.114  N15 1.468, C62 1.545, C67 1.549, H74 1.090
72 C 1.876 -1.908 7.362  N27 1.424, C49 1.581, C51 1.611, H160 1.090
73 H 5.354 -1.936 -12.258  C52 1.090
74 H -1.217 -0.361 -0.765  C71 1.090
75 H -0.655 -3.500 10.793  C60 1.090
76 H 2.239 3.767 -4.111  C33 1.090
77 H -7.468 -0.163 0.153  C50 1.090
78 H -1.149 5.025 9.330  N29 1.010
79 H -2.509 -4.303 -5.372  C34 1.090
80 H -1.459 -1.988 1.160  N15 1.010
81 H -0.029 -5.155 -3.997  N22 1.010
82 H -6.513 1.779 3.433  C42 1.090
83 H -2.742 -5.827 -6.299  C34 1.090
84 H 0.916 1.141 -0.746  C67 1.090
85 H -5.853 9.228 2.633  N20 1.010
86 H 3.217 -1.447 -0.632  C40 1.090
87 H -1.414 7.041 -7.516  C36 1.090
88 H -5.623 1.489 -7.465  O3 0.960
89 H -5.410 -2.430 8.110  C32 1.090
90 H 4.852 -6.850 0.574  C44 1.090
91 H 1.378 5.401 -4.540  C33 1.090
92 H 7.882 -3.199 -7.819  C65 1.090
93 H -4.359 9.537 -0.624  C61 1.090
94 H -4.810 10.320 0.887  C61 1.090
95 H 1.950 -2.823 5.451  C49 1.090
96 H 6.011 2.514 1.312  C48 1.090
97 H 5.587 4.403 4.970  C54 1.090
98 H -5.252 4.159 0.292  C58 1.090
99 H -5.941 -3.569 9.194  C32 1.090
100 H 3.826 -1.802 7.967  N27 1.010
101 H 4.352 -8.079 -0.495  C44 1.090
102 H -0.587 0.942 2.060  C62 1.090
103 H -5.963 7.584 2.757  N20 1.010
104 H -10.318 0.248 2.198  N21 1.010
105 H -3.676 -5.226 3.621  C30 1.090
106 H -0.022 -4.317 -8.007  C38 1.090
107 H 7.976 3.103 3.438  C55 1.090
108 H -0.219 -2.256 0.114  N15 1.010
109 H -3.866 -3.694 6.358  C35 1.090
110 H -8.177 1.571 3.633  C42 1.090
111 H -3.579 2.592 -4.617  C59 1.090
112 H 1.409 2.554 -7.224  N23 1.010
113 H 0.177 7.129 3.179  N19 1.010
114 H 2.507 -6.143 0.311  C31 1.090
115 H 6.133 0.491 2.241  C37 1.090
116 H -1.229 -4.151 -3.610  N22 1.010
117 H 5.428 3.061 6.067  C54 1.090
118 H 3.029 -1.564 -2.244  C40 1.090
119 H 3.149 0.117 -1.482  C40 1.090
120 H -8.892 -0.986 3.759  C56 1.090
121 H -6.765 -3.211 7.607  C32 1.090
122 H 1.057 -1.305 5.383  C49 1.090
123 H -4.510 1.282 -4.185  C59 1.090
124 H -1.616 -2.582 9.680  C60 1.090
125 H -5.730 -6.765 6.420  N24 1.010
126 H 2.656 2.574 -6.316  N23 1.010
127 H 8.816 2.920 1.219  N17 1.010
128 H -1.073 -5.482 -8.425  C38 1.090
129 H -6.991 4.241 0.683  C58 1.090
130 H -1.883 7.059 6.638  N25 1.010
131 H 7.906 0.667 2.729  C37 1.090
132 H -8.416 -1.452 -0.624  C50 1.090
133 H 6.970 -2.071 -12.974  C52 1.090
134 H -5.319 2.608 -4.929  C59 1.090
135 H 0.544 -3.573 7.319  C51 1.090
136 H -3.435 2.016 -6.940  C46 1.090
137 H -3.438 9.214 0.836  C61 1.090
138 H 9.305 -3.736 -1.454  N28 1.010
139 H 6.942 -1.003 -6.733  N16 1.010
140 H -1.672 -3.960 -7.903  C38 1.090
141 H -1.275 1.798 0.824  C62 1.090
142 H 0.080 4.766 -7.731  C45 1.090
143 H 5.141 -1.207 -9.785  C43 1.090
144 H 5.831 -2.045 -7.039  N16 1.010
145 H -4.906 6.648 -0.553  C68 1.090
146 H -0.640 3.813 8.326  N29 1.010
147 H 10.671 -4.796 -1.944  N28 1.010
148 H 1.186 6.074 -7.193  C45 1.090
149 H -9.080 0.724 1.549  N21 1.010
150 H 6.399 -3.328 -11.990  C52 1.090
151 H 8.862 -6.190 -4.407  N26 1.010
152 H -9.554 -1.915 1.695  C41 1.090
153 H -5.460 -4.015 5.783  C35 1.090
154 H 3.083 5.424 3.362  N18 1.010
155 H -2.055 0.408 1.590  C62 1.090
156 H -7.831 -2.050 3.052  C56 1.090
157 H 2.500 -6.975 1.830  C31 1.090
158 H -0.280 7.862 -6.467  C36 1.090
159 H -1.084 -4.194 9.237  C60 1.090
160 H 1.827 -0.866 7.678  C72 1.090
161 H -1.751 7.175 8.418  N25 1.010
162 H -3.388 0.413 -6.239  C46 1.090
163 H 7.450 0.421 1.059  C37 1.090
164 H 6.759 4.183 3.014  C55 1.090
165 H 8.736 -2.466 -9.059  C65 1.090
166 H 2.961 4.991 -5.060  C33 1.090
167 H 10.215 -6.241 -3.248  N26 1.010
168 H -3.662 -6.398 6.606  C66 1.090
169 H 4.534 -8.465 1.143  C44 1.090
170 H 7.617 3.813 0.589  N17 1.010
171 H -1.922 7.322 -5.967  C36 1.090
172 H -2.722 -7.124 -2.532  C70 1.090
173 H 5.806 -2.746 -9.671  C43 1.090
174 H -3.670 -5.760 -2.929  C70 1.090
175 H -0.335 -2.103 7.584  C51 1.090
176 H -6.251 8.385 0.383  C69 1.090
177 H -3.569 -7.204 -4.046  C70 1.090
178 H 7.226 -0.287 -8.797  C63 1.090
179 H -6.500 5.136 -0.644  C58 1.090
180 H -3.029 -6.644 4.073  C30 1.090
181 H 2.799 -2.519 8.987  N27 1.010
182 H 0.246 3.699 -5.537  C57 1.090
183 H -4.004 6.514 1.143  C68 1.090
184 H -7.183 0.811 4.852  C42 1.090
185 H 0.816 8.556 2.479  N19 1.010
186 H -2.412 -4.971 4.646  C30 1.090
187 H 1.250 -7.235 -0.346  O9 0.960
188 H 2.810 -1.241 5.399  C49 1.090
189 H -7.190 -1.872 0.524  C50 1.090
190 H -1.151 -6.814 -4.419  C64 1.090
191 H -4.840 -7.616 5.569  N24 1.010
192 H 8.836 -1.687 -7.536  C65 1.090
193 H 7.023 3.592 5.745  C54 1.090
194 H 1.302 5.650 3.505  N18 1.010
195 H 1.468 -0.024 0.502  C67 1.090

## Properties
HOMO energy: -8.7 eV
Net charge: 0

Mulliken population analysis, charges in e, atoms 1 to 4: atom 1 (O): -0.317, atom 2 (O): -0.324, atom 3 (O): -0.512, atom 4 (O): -0.336


Which structure loses on stability? 2) does.